{"formula": "C20H26N4O5", "method": "ωB97M-V/def2-TZVPD", "elements": ["C", "O", "C", "C", "C", "C", "C", "N", "C", "C", "N", "C", "O", "C", "C", "C", "O", "N", "C", "C", "C", "C", "C", "O", "N", "C", "C", "O", "C", "H", "H", "H", "H", "H", "H", "H", "H", "H", "H", "H", "H", "H", "H", "H", "H", "H", "H", "H", "H", "H", "H", "H", "H", "H", "H"], "xyz": [[-3.956, -0.078, 6.376], [-4.502, -0.021, 5.078], [-3.733, 0.273, 3.992], [-4.456, 0.419, 2.812], [-3.843, 0.708, 1.608], [-2.471, 0.873, 1.560], [-1.750, 1.200, 0.278], [-0.570, 0.366, 0.146], [-0.867, -1.030, -0.115], [0.346, -1.843, 0.320], [1.547, -1.263, -0.235], [1.695, -0.015, -0.690], [2.775, 0.398, -1.086], [0.454, 0.870, -0.731], [0.042, 1.051, -2.233], [0.579, -0.049, -3.133], [0.087, -1.169, -3.111], [1.585, 0.264, -3.977], [2.269, 1.538, -4.007], [2.055, -0.754, -4.896], [3.487, -1.109, -4.685], [4.243, -1.026, -3.485], [5.466, -1.493, -3.856], [5.453, -1.827, -5.151], [4.225, -1.580, -5.658], [-1.737, 0.731, 2.730], [-2.334, 0.426, 3.944], [-1.615, 0.262, 5.105], [-0.222, 0.438, 5.065], [-3.237, -0.893, 6.480], [-4.807, -0.259, 7.033], [-3.477, 0.863, 6.655], [-5.525, 0.291, 2.872], [-4.439, 0.807, 0.713], [-1.417, 2.244, 0.308], [-2.449, 1.092, -0.567], [-1.073, -1.221, -1.177], [-1.736, -1.322, 0.477], [0.417, -1.845, 1.415], [0.256, -2.874, -0.030], [2.381, -1.834, -0.236], [0.759, 1.852, -0.349], [-1.047, 0.991, -2.289], [0.349, 2.033, -2.578], [2.647, 1.791, -3.015], [1.615, 2.334, -4.373], [3.116, 1.456, -4.684], [1.432, -1.640, -4.728], [1.916, -0.424, -5.931], [3.921, -0.653, -2.536], [6.386, -1.633, -3.325], [-0.668, 0.851, 2.661], [0.259, -0.288, 4.401], [0.050, 1.451, 4.754], [0.120, 0.271, 6.086]], "forces_ev_per_angstrom": [[0.064, -0.051, 0.497], [0.055, -0.012, -0.383], [-0.173, 0.027, -0.129], [0.127, -0.028, 0.288], [0.188, 0.053, -0.016], [-0.171, 0.002, 0.007], [0.076, 0.001, 0.035], [-0.063, -0.019, 0.113], [0.140, -0.304, 0.086], [-0.519, -0.043, 0.126], [0.229, -0.394, 0.067], [-0.081, 0.077, 0.440], [0.240, 0.362, -0.163], [0.196, 0.183, -0.226], [0.086, -0.102, 0.092], [-0.297, 0.156, -0.205], [-0.186, -0.176, 0.178], [0.274, -0.138, -0.276], [-0.033, 0.390, 0.128], [-0.346, -0.397, -0.282], [0.692, -0.160, 0.062], [0.536, -0.242, -0.216], [-0.753, 0.265, 0.226], [0.652, -0.152, 0.316], [-1.040, 0.242, -0.567], [-0.028, 0.013, 0.074], [0.074, 0.001, 0.168], [-0.495, -0.021, -0.225], [0.227, 0.024, 0.008], [-0.076, 0.085, 0.016], [0.072, 0.020, -0.023], [-0.034, -0.074, -0.004], [-0.131, -0.027, 0.034], [-0.060, -0.002, -0.125], [-0.011, -0.011, -0.106], [0.034, 0.064, 0.031], [-0.061, 0.032, 0.097], [0.063, -0.028, 0.006], [-0.090, -0.041, -0.109], [-0.002, 0.066, 0.018], [-0.010, 0.214, -0.052], [0.052, -0.197, -0.081], [0.077, 0.019, -0.079], [-0.044, 0.035, 0.007], [0.026, 0.044, -0.082], [0.071, 0.007, -0.021], [0.004, 0.025, 0.016], [0.134, 0.219, -0.116], [0.000, -0.044, 0.089], [-0.045, 0.087, 0.280], [0.195, -0.041, 0.020], [0.141, -0.027, 0.060], [-0.012, 0.043, 0.004], [-0.003, -0.044, -0.011], [0.040, 0.022, -0.090]], "lowdin_charge": [-0.08, -0.07, -0.20, 0.00, -0.04, -0.23, -0.14, -0.14, -0.15, -0.14, 0.11, -0.45, 0.03, -0.19, -0.01, -0.46, 0.04, -0.09, -0.04, -0.08, -0.28, 0.01, -0.10, -0.04, 0.10, 0.03, -0.18, -0.12, -0.08, 0.09, 0.09, 0.10, 0.12, 0.11, 0.14, 0.12, 0.11, 0.13, 0.12, 0.13, 0.16, 0.16, 0.12, 0.10, 0.09, 0.09, 0.10, 0.13, 0.14, 0.08, 0.12, 0.11, 0.09, 0.10, 0.10], "multiplicity": 1, "gap_ev": 8.6847, "smiles": "COc1ccc(CN2CCNC(=O)[C@H]2CC(=O)N(C)Cc2ccon2)cc1OC", "homo_energy_ev": -8.1, "max_force_ev_per_a": 1.209, "relative_energy_kcal_mol": 112.7, "total_charge": 0}